(1)
48
Properties=species:S:1:pos:R:3:forces:R:3:nbo_charge:R:1 method="wB97M-V/def2-TZVPD" relative_energy_ev=10.1079 largest_force_ha_per_bohr=0.165 energy_ha=-942.546828 total_charge=0
O 1.4898 -0.1475 -2.9036 0.7 1.8 -5.7 -0.89
H 1.6139 0.7746 -3.1283 0.4 0.4 -0.4 0.46
H 1.6124 -0.1819 -1.9549 4.7 1.9 -2.1 0.44
O 4.1575 1.9087 -0.6519 4.4 -1.8 1.0 -0.89
H 4.6249 2.7350 -0.5296 1.1 0.1 0.3 0.49
H 4.2498 1.4545 0.1856 0.0 -0.6 0.5 0.53
O 2.1928 0.3238 1.5216 1.9 -0.5 3.5 -0.98
H 2.0709 0.4948 0.5877 1.2 -0.6 2.0 0.44
H 1.5287 -0.3320 1.7341 0.1 -0.1 0.3 0.46
O 2.1452 0.4952 -0.7193 -1.4 3.5 0.0 -0.92
H 1.2706 0.7189 -0.4013 -1.8 0.0 -0.1 0.51
H 2.5623 1.3399 -0.8887 -0.2 0.7 -0.2 0.53
O 2.4643 3.1764 -1.1748 -3.0 2.5 -1.0 -1.00
H 2.6810 4.0995 -1.0443 -0.5 0.4 -0.1 0.47
H 3.3002 2.7186 -1.0851 -1.0 0.4 -0.5 0.44
O 3.6507 -0.6528 -1.7995 3.2 -1.9 -1.3 -0.97
H 3.6789 -1.4219 -1.2304 0.2 -0.2 0.1 0.45
H 3.0210 -0.0666 -1.3799 1.7 -1.7 -0.8 0.43
C 0.2574 -1.3090 -1.3086 -0.6 -1.3 2.1 -0.59
C -1.0723 -0.9130 -0.6332 1.3 -1.0 -0.5 0.10
C -1.8024 -2.2472 -0.4618 -1.7 0.5 0.9 -0.38
C -3.0398 -2.0554 0.4831 1.2 0.8 -1.4 -0.41
C -2.4797 -1.5609 1.8337 -0.5 0.0 -0.9 -0.41
C -1.7667 -0.1724 1.7507 -1.2 0.2 0.1 0.13
N -0.7240 -0.3415 0.6717 -1.0 -0.9 2.2 -0.19
O 0.1737 0.7518 0.6544 -2.9 0.5 -1.3 -0.57
C -2.7814 1.0335 1.5705 0.4 0.0 -1.5 -0.65
C -1.1412 0.1503 3.1020 0.9 -0.8 0.4 -0.63
C -1.8833 0.0055 -1.5438 0.7 1.0 -0.1 -0.65
H 0.8673 -0.5158 -1.7411 -7.3 -3.4 2.7 0.19
H 0.9106 -1.7774 -0.5724 -0.2 -0.3 0.5 0.20
H 0.1191 -2.0907 -2.0554 -0.2 0.4 -0.3 0.22
H -2.0440 -2.4992 -1.4943 -0.4 -0.3 0.1 0.21
H -1.2327 -3.0730 -0.0358 0.6 0.3 -0.1 0.21
H -3.6361 -1.2479 0.0583 -0.3 0.0 0.0 0.19
H -3.6915 -2.9279 0.4373 0.2 -0.1 0.7 0.22
H -1.7209 -2.2773 2.1486 -0.2 -0.1 0.4 0.21
H -3.3423 -1.5177 2.4987 0.4 0.1 0.6 0.22
H -3.3218 1.4429 2.4240 0.2 -0.8 0.4 0.23
H -3.5186 0.8725 0.7839 -0.1 -0.2 0.0 0.20
H -2.2206 1.9079 1.2403 0.3 0.1 -0.2 0.20
H -0.6791 -0.7048 3.5953 0.2 -0.4 -0.4 0.21
H -1.8964 0.4413 3.8321 0.0 0.4 -0.3 0.22
H -0.3402 0.8818 2.9948 -0.3 0.3 0.1 0.24
H -1.3782 0.9710 -1.5727 -0.1 0.6 0.4 0.19
H -1.7790 -0.1924 -2.6106 -0.4 -0.9 0.1 0.24
H -2.9119 0.1693 -1.2226 0.1 -0.1 -0.3 0.21
H -0.2391 1.3584 0.0354 -0.7 1.1 -0.1 0.46

---

(2)
63
Properties=species:S:1:pos:R:3:forces:R:3:nbo_charge:R:1 method="wB97M-V/def2-TZVPD" relative_energy_ev=0.0000 largest_force_ha_per_bohr=0.042 energy_ha=-1684.077424 total_charge=-1
O -0.1618 0.2105 -0.2310 0.2 -0.4 0.9 -0.76
C 0.3807 -1.0115 0.1148 0.0 -1.8 -1.2 0.95
O 1.3525 -1.4268 -0.5688 -0.1 1.0 0.4 -0.84
O -0.2425 -1.6638 0.9803 0.0 0.7 0.2 -0.81
H -0.9191 0.1562 0.3882 -0.3 0.8 -0.7 0.51
C 0.1285 -1.7112 -4.1175 -1.3 0.2 0.6 0.78
O -0.4858 -1.7444 -5.1726 0.6 -0.1 -0.1 -0.67
N 0.7248 -0.5950 -3.5932 0.5 0.3 -0.1 -0.86
N 0.1746 -2.7613 -3.2282 0.4 -0.1 -0.2 -0.87
H 1.1536 -0.7038 -2.6844 -0.1 0.0 0.1 0.40
H 0.2355 0.2756 -3.7316 -0.1 -0.1 -0.3 0.41
H -0.1389 -3.6654 -3.5236 -0.2 0.1 0.0 0.39
H 0.2295 -2.5174 -2.2539 0.2 -0.4 0.1 0.40
C 3.1395 2.2934 1.3143 0.7 -0.1 0.1 0.77
O 2.7394 3.0793 0.4766 -0.3 0.0 -0.1 -0.67
N 4.2765 2.5605 2.0479 -0.1 -0.2 0.2 -0.86
N 2.5641 1.0820 1.5639 -0.2 0.6 -0.2 -0.85
H 4.5943 1.9652 2.7898 0.0 0.0 0.0 0.38
H 4.7499 3.4300 1.9014 -0.1 0.1 -0.1 0.40
H 1.7980 0.8543 0.9521 -0.1 -0.3 0.1 0.43
H 2.9038 0.4430 2.2559 0.0 -0.2 -0.1 0.40
C -1.7237 2.3448 -3.1896 -0.6 -0.5 -0.1 0.78
O -1.7827 1.2236 -3.6870 0.3 0.4 0.1 -0.68
N -0.9397 2.6525 -2.1194 -0.5 -0.1 -0.6 -0.85
N -2.5069 3.3716 -3.6649 0.6 0.1 0.3 -0.86
H -0.8978 3.6082 -1.8244 0.5 -0.1 0.3 0.39
H -0.3631 1.9130 -1.7482 0.0 0.2 0.3 0.44
H -3.0193 3.2125 -4.5098 -0.2 -0.1 0.1 0.41
H -2.6915 4.1674 -3.0854 -0.1 0.1 -0.2 0.38
C 4.5356 -2.8478 -1.0993 0.4 0.1 0.2 0.78
O 5.5533 -3.5357 -1.1327 -0.3 0.2 -0.1 -0.70
N 3.2825 -3.3010 -1.3917 0.4 0.2 0.0 -0.86
N 4.5651 -1.5056 -0.7741 -0.5 -0.3 -0.2 -0.87
H 3.2033 -4.2873 -1.5494 -0.1 0.0 0.1 0.39
H 2.4931 -2.7539 -1.0561 0.0 -0.3 -0.2 0.43
H 5.4166 -1.0847 -0.4636 0.1 -0.1 0.0 0.39
H 3.6889 -1.0182 -0.6720 0.1 0.1 0.0 0.41
C -2.3503 3.0332 1.4924 0.6 -0.3 -0.7 -0.63
C -2.0851 1.6253 1.9919 -0.8 -0.3 0.8 -0.08
C -2.5616 1.4960 3.4550 0.0 -0.6 -0.4 -0.07
O -2.4944 0.1647 3.9348 0.5 -0.1 -0.3 -0.55
C -1.1689 -0.2972 4.1798 -0.1 0.0 0.6 -0.26
N -2.8048 0.6426 1.1543 0.0 -0.1 0.6 -0.88
H -3.3669 3.3704 1.6935 0.0 0.0 0.2 0.20
H -2.2270 3.0077 0.4063 0.0 0.2 0.0 0.23
H -1.6048 3.7192 1.8931 -0.2 0.2 0.1 0.22
H -1.0227 1.3806 1.9850 0.1 0.2 -0.3 0.20
H -3.6370 1.6911 3.4635 0.1 0.5 0.2 0.18
H -1.9946 2.1792 4.0987 -0.2 0.1 0.1 0.17
H -0.4049 0.1856 3.5692 -0.1 0.1 -0.1 0.17
H -1.1116 -1.3646 3.9809 -0.1 0.0 0.0 0.21
H -0.9418 -0.1122 5.2372 0.2 -0.1 -0.1 0.16
H -2.6923 -0.2709 1.5982 0.2 0.0 -0.1 0.39
H -3.7995 0.8225 1.2971 0.0 0.1 -0.3 0.36
O -1.4300 -4.1771 0.3706 -0.2 0.0 -0.1 -0.97
H -1.3459 -3.2130 0.4538 0.3 0.0 0.2 0.50
H -1.6845 -4.3231 -0.5446 0.0 0.0 0.0 0.46
O 1.5546 -3.8982 1.9486 0.2 -0.1 0.0 -0.97
H 1.5391 -3.1516 1.3357 -0.2 0.0 0.0 0.49
H 0.7373 -4.3632 1.7386 -0.1 0.1 -0.1 0.48
O -4.0962 0.4078 -1.4979 0.0 0.0 -0.1 -0.99
H -3.4758 0.4148 -2.2416 0.0 0.0 0.1 0.49
H -3.5414 0.3216 -0.7069 0.2 0.2 -0.2 0.49

---

(3)
76
Properties=species:S:1:pos:R:3:forces:R:3:mulliken_spin:R:1 method="wB97M-V/def2-TZVPD" largest_force_ha_per_bohr=0.066 multiplicity=2 energy_ha=-2764.228164 s2=0.76 total_charge=0
Ag -5.8769 -18.4629 2.6021 0.0 0.2 0.2 0.32
S -7.5562 -16.2123 2.0887 2.4 -1.4 1.1 0.01
O -6.8418 -15.3379 1.1776 -0.5 0.5 0.4 0.00
O -8.8389 -15.7343 2.5500 -0.3 0.0 -0.5 0.04
O -7.5189 -17.6293 1.5367 -1.1 0.4 -0.7 0.27
O -6.6977 -16.5557 3.3613 -0.3 0.9 -0.7 0.33
C -11.4424 -14.1461 0.5951 0.8 0.0 2.2 0.00
O -10.0960 -13.5692 0.7598 -0.9 -0.9 0.2 0.00
H -11.7473 -14.1236 -0.4184 0.1 -0.5 -1.2 0.00
H -11.4166 -15.1556 1.0753 -0.3 0.6 -0.8 0.00
H -12.2473 -13.5789 1.1160 0.9 0.0 0.1 0.00
H -9.5415 -14.3116 1.0924 -0.5 0.7 -0.2 0.00
C -9.4584 -12.7229 5.7366 0.2 -0.8 0.3 0.00
O -9.5400 -13.5171 6.6619 -0.3 -1.4 1.6 0.00
N -8.8565 -11.5604 5.9192 0.1 2.0 -2.3 0.00
N -9.8651 -13.0716 4.5166 0.1 1.7 -1.6 0.00
H -8.5885 -11.2851 6.8135 0.2 0.3 1.5 0.00
H -8.8193 -10.8536 5.1776 0.2 -0.5 0.3 0.00
H -9.5929 -12.4408 3.7595 -0.3 -0.6 0.0 0.00
H -9.9435 -14.0406 4.3236 -0.2 -0.5 -0.4 0.00
C -5.9331 -21.3674 1.0174 0.7 -0.4 -0.3 0.00
O -6.6112 -20.5544 1.6414 -0.1 0.4 0.6 0.02
N -4.7496 -21.0185 0.4019 -0.9 -0.7 0.4 0.00
N -6.3614 -22.6802 0.8971 -0.3 3.1 1.3 0.00
H -4.1309 -21.7719 0.2281 0.5 -0.7 -0.4 0.00
H -4.2604 -20.1679 0.6528 -0.5 0.4 0.1 0.00
H -5.8829 -23.3063 0.3529 1.0 -1.7 -1.4 0.00
H -7.2321 -22.8938 1.3408 -0.1 -0.2 -0.1 0.00
C -3.3793 -17.2427 0.8986 0.4 0.7 0.4 0.00
O -3.9301 -18.3378 0.9979 -0.8 -1.7 0.4 0.00
N -2.1613 -17.0431 1.4412 -0.4 1.9 -1.4 0.00
N -4.0230 -16.2587 0.2803 -0.3 2.5 -1.1 0.00
H -1.9191 -17.7923 2.0413 0.8 -0.1 0.6 0.00
H -1.7798 -16.0714 1.4148 -0.2 -1.5 0.8 0.00
H -4.9592 -16.3990 -0.0310 -0.5 -0.7 0.1 0.00
H -3.8232 -15.2535 0.1948 0.7 -1.0 0.6 0.00
C -2.5375 -13.8790 3.7776 0.4 0.6 -0.4 0.00
O -2.0735 -14.1755 2.6799 -0.3 -0.3 0.2 0.00
N -3.5157 -14.5712 4.4217 -0.6 -0.3 0.8 0.00
N -2.0713 -12.7317 4.4507 -2.2 -1.1 1.2 0.00
H -3.6340 -14.5308 5.4398 0.2 0.1 -0.7 0.00
H -3.9994 -15.3669 4.0018 0.6 0.5 -0.1 0.00
H -2.8160 -12.1377 4.8388 0.6 -0.6 -0.2 0.00
H -1.4286 -12.2237 3.9232 1.1 0.8 -1.0 0.00
C -6.3590 -18.9256 5.3279 1.1 0.4 -0.2 0.01
O -5.1805 -18.7746 4.8164 -2.4 -0.7 0.1 0.03
N -6.6784 -18.2810 6.4699 -1.9 -0.5 0.2 0.00
N -7.3487 -19.6915 4.7424 2.3 -0.5 -2.1 0.00
H -6.0245 -17.7770 7.0032 1.5 0.7 -0.1 0.00
H -7.6426 -18.1603 6.8491 1.0 -1.0 -1.0 0.00
H -8.1566 -19.9450 5.2502 -0.9 0.1 0.6 0.00
H -7.1237 -20.2474 3.8490 -0.4 1.2 2.1 0.00
C -7.1402 -11.4739 2.7436 -1.6 2.6 1.1 0.00
O -7.8801 -10.5314 3.2009 1.7 -2.4 -1.2 0.00
N -6.1195 -11.9854 3.5043 -0.4 -1.6 -0.4 0.00
N -7.2821 -11.9782 1.4733 -0.6 2.1 0.9 0.00
H -5.8430 -12.9200 3.1410 0.1 0.9 0.6 0.00
H -6.4321 -12.0299 4.4702 0.4 0.0 0.0 0.00
H -8.0973 -11.4914 1.0908 0.3 -0.9 -0.3 0.00
H -7.2847 -12.9665 1.4645 0.0 -1.3 -0.6 0.00
C -9.7220 -17.4328 6.2388 -0.6 1.2 1.6 0.00
O -9.4468 -18.6223 6.4656 -0.5 1.1 -1.0 0.00
N -9.9970 -16.5768 7.3238 0.1 0.1 -0.9 0.00
N -9.8267 -16.7687 5.0090 0.3 -0.6 1.4 0.00
H -10.0993 -15.5650 7.2019 0.1 -0.6 -0.1 0.00
H -10.1147 -16.9122 8.2714 0.2 -0.4 -0.6 0.00
H -9.2722 -17.1364 4.2459 -0.1 0.1 0.1 0.00
H -9.8291 -15.7445 5.0953 0.1 -1.1 -0.1 0.00
C -5.9490 -14.7980 7.1613 -1.4 1.3 1.4 0.00
O -5.0927 -15.6323 7.0674 1.4 -1.5 -0.6 0.00
N -6.0120 -14.0016 8.3039 -0.9 1.4 0.8 0.00
N -6.9014 -14.5522 6.2089 0.2 0.0 -0.5 0.00
H -6.6257 -13.1671 8.3268 0.5 -1.2 -0.2 0.00
H -5.6558 -14.2703 9.2419 -0.1 -0.1 -1.7 0.00
H -6.8027 -15.1342 5.3695 -0.2 0.3 0.6 0.00
H -7.8239 -14.1453 6.4308 0.7 -0.4 0.1 0.00

---

(4)
81
Properties=species:S:1:pos:R:3:forces:R:3:lowdin_charge:R:1 method="wB97M-V/def2-TZVPD" relative_energy_ev=8.9597 largest_force_ha_per_bohr=0.161 energy_ha=-3379.321868 total_charge=-1
N -1.3058 -0.8061 -2.5030 2.5 -3.1 -0.4 -0.31
S -0.7731 0.3030 -1.5668 -0.1 4.1 1.7 0.47
O -0.0005 1.3166 -2.2920 -1.0 -1.1 1.3 -0.34
O -0.3451 -0.0345 -0.2151 -0.4 0.2 -1.7 -0.32
F -2.2421 0.9973 -1.3083 1.0 -0.3 -0.3 -0.24
S 0.0942 -1.7898 -2.6205 -3.3 -1.3 -1.3 0.59
O 0.3736 -2.5463 -1.4397 0.3 0.4 -0.7 -0.29
O 1.1024 -1.1769 -3.4230 0.1 -0.6 0.2 -0.29
F -0.6206 -2.9643 -3.6162 0.9 1.7 1.0 -0.27
C -2.4955 1.4073 7.1768 -0.3 -0.7 0.2 -0.74
O -1.5654 0.6378 7.3526 0.4 0.3 -0.3 0.02
N -3.4853 1.5546 8.0734 0.2 -0.4 0.9 0.13
N -2.7648 2.1616 6.1055 0.9 0.5 -1.6 0.15
H -3.2539 1.0074 8.8901 -1.2 0.5 0.3 0.11
H -4.2557 2.1424 7.7886 -0.2 -0.5 1.3 0.10
H -3.6592 2.6295 6.0713 0.5 -0.1 -0.7 0.10
H -2.1645 2.0210 5.3055 -0.5 0.3 -0.1 0.12
C 4.8279 -1.8551 3.9181 -3.1 3.3 0.6 -0.82
O 4.8516 -0.7555 3.4254 1.1 1.3 -1.7 0.05
N 3.6987 -2.2755 4.4328 -4.6 -1.6 1.3 0.15
N 5.8011 -2.6014 4.2433 6.5 -3.2 0.8 0.17
H 2.8693 -1.7108 4.3171 0.3 -0.1 -0.1 0.12
H 3.5674 -3.1283 4.9577 0.2 0.2 -0.3 0.10
H 5.7648 -3.3329 4.9388 -0.4 0.2 -0.3 0.11
H 6.7233 -2.2051 4.1310 -0.1 -0.1 -0.2 0.12
C 8.9587 -1.4395 -1.7979 2.5 2.8 0.8 -0.88
O 9.1595 -2.4220 -1.2153 1.2 -5.3 3.6 0.09
N 8.0682 -1.3248 -2.6756 -6.2 -0.7 -5.3 0.17
N 9.6600 -0.3274 -1.6811 2.5 3.5 0.6 0.16
H 7.4669 -2.1357 -2.7051 -0.2 0.3 -0.5 0.13
H 7.8391 -0.5307 -3.2561 0.1 -0.2 0.4 0.12
H 10.3005 -0.1594 -0.9185 -0.2 -0.3 -0.2 0.11
H 9.3650 0.4790 -2.2128 0.2 -0.1 0.4 0.10
C -1.7106 0.7193 -8.6668 -2.5 0.5 -0.2 -0.81
O -2.4081 1.0542 -9.6078 0.4 -0.2 -1.7 0.02
N -0.6929 -0.0723 -8.6156 4.2 -3.3 -2.1 0.17
N -2.0740 1.0811 -7.4737 -2.5 2.4 4.4 0.15
H -0.1473 -0.3244 -7.8039 -0.5 0.3 0.0 0.12
H -0.5106 -0.6221 -9.4430 0.2 0.3 0.1 0.12
H -2.9989 1.4868 -7.4646 0.3 0.2 0.1 0.12
H -1.7867 0.7286 -6.5718 0.4 -0.2 -0.4 0.12
C 6.9171 3.8445 -4.8013 -4.4 2.7 3.0 -0.80
O 6.9090 4.7741 -3.9970 -0.5 0.0 0.0 0.02
N 5.8275 3.1645 -5.2024 -2.1 0.1 0.3 0.15
N 7.9725 3.3727 -5.2604 7.1 -2.7 -3.2 0.16
H 4.9886 3.5243 -4.7702 -0.2 -0.4 -0.5 0.12
H 5.7984 2.5642 -6.0141 -0.2 0.3 0.4 0.10
H 8.8396 3.8339 -5.0247 -0.2 -0.2 -0.3 0.13
H 7.9355 2.7193 -6.0297 0.5 0.1 0.3 0.12
C -4.3001 -3.4822 3.6231 -1.6 0.5 -3.8 -0.86
O -4.7038 -2.9782 2.6191 -1.1 1.7 -2.4 0.06
N -5.0789 -4.0327 4.4869 -3.7 -1.8 4.7 0.15
N -3.0716 -3.7838 3.8429 4.1 -0.5 1.3 0.17
H -6.0861 -3.9654 4.4545 0.4 0.3 -0.1 0.12
H -4.6610 -4.2407 5.3826 -0.7 -0.3 0.0 0.10
H -3.0135 -3.8783 4.8468 2.2 -0.1 -0.4 0.11
H -2.3947 -3.4907 3.1529 0.3 0.2 0.8 0.14
C -8.2010 3.5617 4.0205 2.6 -3.0 1.3 -0.85
O -7.8354 3.5426 5.1618 0.6 -0.4 3.1 0.03
N -7.8834 2.6223 3.1579 0.5 -2.4 -2.9 0.17
N -8.8482 4.5430 3.5534 -3.1 4.9 -1.7 0.17
H -8.0207 2.8294 2.1790 0.1 -0.5 0.2 0.10
H -7.4608 1.7321 3.3794 0.0 0.5 0.3 0.12
H -9.0195 4.6968 2.5700 -0.1 0.2 0.5 0.12
H -8.8828 5.2598 4.2641 -0.4 0.5 -0.7 0.13
C 0.3634 -9.5811 1.0338 -1.6 -4.0 -1.6 -0.81
O -0.1425 -10.7080 0.9640 0.8 -0.2 -0.1 0.00
N 1.1992 -9.0774 0.1969 3.9 1.1 -3.8 0.17
N -0.0708 -8.7293 1.8878 -2.1 2.5 3.7 0.16
H 1.3624 -8.0819 0.1483 0.0 -0.3 0.0 0.12
H 1.4747 -9.5968 -0.6244 -0.1 0.0 0.3 0.12
H 0.1154 -7.7536 1.7049 -0.6 -0.1 0.4 0.11
H -0.9950 -9.0926 2.0720 -0.3 1.1 1.0 0.13
C -3.5843 7.9522 -2.5446 -1.4 -0.9 3.2 -0.81
O -3.6369 8.8450 -3.3006 -0.5 2.9 -3.5 0.08
N -4.5556 7.6324 -1.6636 -2.0 0.1 0.6 0.14
N -2.5519 7.1987 -2.3182 4.6 -2.2 -0.8 0.16
H -5.4130 8.1567 -1.7641 0.2 -0.2 0.6 0.11
H -4.2984 7.0746 -0.8618 -0.8 0.2 -0.2 0.10
H -2.3789 6.6052 -1.5195 -0.3 0.1 -0.5 0.11
H -1.8462 7.2360 -3.0398 0.2 -0.1 0.5 0.12